DFT (ωB97M-V/def2-TZVPD) results for 2 unconnected molecules or ions with the total composition H2NO2P.

The geometry in XYZ format:
```
6
H2NO2P | the Open Molecules 2025 dataset | ωB97M-V/def2-TZVPD
H -1.60877 -0.14758 -0.81377
O 0.16961 0.01568 0.01338
O 2.78224 1.21072 -0.03633
P 1.47365 -0.85937 -0.03858
H -1.61637 0.19152 0.79202
N -1.20035 -0.41097 0.08327
```

Output
**Energy relative to the best compared isomer or geometry (same formula, charge and spin)**: 8.5851 eV
**Multiplicity**: 1
**LUMO energy (alpha / beta)**: -2.2 / -2.3 eV